The following is a quantum chemistry calculation of a molecular structure, C45H48N3O2S4SeTeTl, from OMol25.

Geometry as ORCA input:
```
! RIJCOSX wB97M-V def2-TZVPD def2/J DEFGRID3
* xyz 2 1
Tl 1.018 0.494 -0.917
C 2.875 3.635 0.480
C 2.133 3.393 1.787
S 1.339 1.768 1.943
C 2.637 0.762 2.709
C 3.958 0.625 1.965
S 3.772 -0.189 0.353
C 5.162 0.535 -0.564
C 4.961 0.421 -2.068
S 3.538 1.316 -2.743
C 4.034 3.039 -2.462
C 2.841 3.972 -2.298
S 1.722 3.621 -0.915
H 3.628 2.865 0.323
H 3.368 4.610 0.520
H 1.339 4.129 1.912
H 2.814 3.509 2.632
H 2.170 -0.212 2.846
H 2.832 1.167 3.704
H 4.633 0.029 2.581
H 4.427 1.597 1.812
H 6.076 0.007 -0.289
H 5.282 1.575 -0.260
H 4.799 -0.619 -2.359
H 5.862 0.758 -2.580
H 4.619 3.375 -3.319
H 4.680 3.087 -1.587
H 2.202 3.943 -3.183
H 3.203 4.996 -2.198
C -3.519 -5.724 1.863
C -3.155 -4.419 1.214
C -4.080 -3.517 0.799
C -3.701 -2.276 0.190
C -4.654 -1.455 -0.418
O -4.427 -0.196 -0.732
C -5.992 -1.887 -0.830
C -7.048 -0.971 -0.773
C -8.320 -1.351 -1.157
C -8.545 -2.638 -1.632
C -7.498 -3.544 -1.721
C -6.225 -3.176 -1.319
C -2.307 -1.933 0.070
O -1.923 -0.804 -0.411
C -1.359 -2.915 0.472
C -1.787 -4.089 1.026
C 0.110 -2.628 0.381
N 0.778 -2.523 -0.694
C 0.172 -2.775 -1.990
C 0.765 -4.050 -2.584
Te -0.142 -5.864 -1.873
C -1.794 -5.630 -3.170
C -2.807 -4.714 -2.893
C -3.817 -4.492 -3.821
C -3.841 -5.205 -5.011
C -2.852 -6.140 -5.276
C -1.826 -6.345 -4.363
C 0.827 -2.517 1.686
C 0.156 -2.151 2.854
C 0.821 -2.128 4.071
C 2.161 -2.487 4.137
C 2.839 -2.844 2.977
C 2.178 -2.853 1.758
H -4.598 -5.849 1.924
H -3.111 -5.788 2.872
H -3.110 -6.560 1.293
H -5.131 -3.713 0.960
H -6.866 0.036 -0.420
H -9.138 -0.645 -1.097
H -9.539 -2.931 -1.943
H -7.669 -4.538 -2.113
H -5.407 -3.875 -1.417
H -1.040 -4.799 1.365
H 0.437 -1.937 -2.645
H -0.919 -2.827 -1.964
H 1.826 -4.114 -2.345
H 0.658 -4.067 -3.667
H -2.802 -4.172 -1.953
H -4.587 -3.757 -3.623
H -4.631 -5.034 -5.731
H -2.870 -6.705 -6.199
H -1.046 -7.062 -4.584
H -0.895 -1.893 2.814
H 0.291 -1.847 4.971
H 2.673 -2.500 5.090
H 3.881 -3.137 3.026
H 2.691 -3.147 0.852
C -5.882 0.924 2.407
N -5.769 1.907 1.337
C -4.798 1.985 0.425
Se -3.202 0.824 0.228
N -5.083 2.996 -0.403
C -6.279 3.597 -0.034
C -6.997 4.664 -0.562
C -8.173 4.987 0.082
C -8.620 4.278 1.211
C -7.905 3.221 1.734
C -6.720 2.896 1.083
H -4.988 0.307 2.415
H -6.758 0.299 2.236
H -5.980 1.437 3.361
H -4.498 3.249 -1.184
H -6.656 5.211 -1.429
H -8.769 5.809 -0.288
H -9.548 4.573 1.680
H -8.251 2.679 2.604
*
```

Calculated values
F_max = 0.134 eV/Å
HOMO energy = -11.44 eV
DFT total energy = -176671.0369 eV

Atom charges from the Mulliken analysis, given in e for atoms 1 to 99:
1. Tl 0.738
2. C 0.946
3. C -1.232
4. S 0.064
5. C 0.507
6. C -1.052
7. S 0.202
8. C -0.841
9. C -0.825
10. S -0.002
11. C -0.612
12. C -0.858
13. S -0.068
14. H -1.193
15. H 0.547
16. H 0.481
17. H 0.458
18. H -1.024
19. H 0.673
20. H 0.549
21. H 0.551
22. H 0.499
23. H 0.242
24. H 0.438
25. H 0.472
26. H 0.472
27. H 0.330
28. H 0.415
29. H 0.411
30. C -1.664
31. C 0.017
32. C -1.497
33. C -0.477
34. C 1.171
35. O -0.545
36. C 0.594
37. C -0.206
38. C -0.936
39. C -0.504
40. C -1.231
41. C -0.351
42. C 1.222
43. O -1.288
44. C 1.564
45. C -0.417
46. C -0.935
47. N -0.471
48. C 0.431
49. C -1.626
50. Te 0.224
51. C -0.535
52. C 0.825
53. C -0.526
54. C -0.658
55. C -0.561
56. C -0.405
57. C 0.849
58. C -0.046
59. C -1.001
60. C -0.553
61. C -0.652
62. C -0.601
63. H 0.415
64. H 0.358
65. H 0.350
66. H 0.711
67. H 0.453
68. H 0.463
69. H 0.426
70. H 0.471
71. H 0.881
72. H 0.749
73. H 0.320
74. H -0.252
75. H 0.596
76. H 0.577
77. H 0.042
78. H 0.499
79. H 0.403
80. H 0.392
81. H 0.430
82. H 0.388
83. H 0.445
84. H 0.423
85. H 0.485
86. H 0.468
87. C -1.059
88. N 0.371
89. C -0.353
90. Se 0.356
91. N 0.057
92. C 0.486
93. C -0.932
94. C -0.476
95. C -0.730
96. C -0.621
97. C 0.837
98. H 0.294
99. H 0.385